Record 1
{"formula": "C25H45CrNOP2", "method": "wB97M-V/def2-TZVPD", "multiplicity": 4, "gap_ha": [0.2441, 0.3002], "lumo_energy_ha": [-0.1373, -0.0890], "total_charge": 1, "s_squared": 3.975, "energy_ev": -77184.9276, "elements": ["Cr", "C", "C", "C", "C", "C", "C", "H", "H", "H", "C", "H", "H", "H", "C", "H", "H", "H", "C", "H", "H", "H", "C", "H", "H", "H", "C", "C", "C", "C", "C", "C", "C", "C", "H", "H", "H", "H", "H", "H", "H", "H", "H", "H", "H", "H", "P", "C", "H", "H", "H", "C", "H", "H", "H", "C", "H", "H", "H", "P", "C", "H", "H", "H", "C", "H", "H", "H", "C", "H", "H", "H", "O", "C", "N"], "xyz": [[0.50, -0.03, -0.34], [0.88, 0.28, -2.48], [0.79, 1.54, -1.77], [2.69, 0.42, -1.05], [2.13, -0.32, -2.12], [1.87, 1.58, -0.83], [0.00, -0.13, -3.61], [-1.03, 0.20, -3.44], [0.00, -1.21, -3.76], [0.36, 0.34, -4.54], [2.80, -1.41, -2.88], [2.11, -1.90, -3.58], [3.18, -2.18, -2.20], [3.66, -1.04, -3.46], [4.02, 0.18, -0.43], [4.78, 0.86, -0.86], [4.37, -0.85, -0.58], [3.99, 0.37, 0.66], [2.25, 2.78, -0.01], [2.69, 3.55, -0.66], [3.00, 2.53, 0.76], [1.37, 3.20, 0.48], [-0.13, 2.65, -2.12], [0.24, 3.19, -3.01], [-0.20, 3.37, -1.29], [-1.14, 2.29, -2.33], [-2.27, 0.16, 0.77], [-2.26, 0.81, -0.42], [-3.11, 2.03, -0.66], [-2.56, 3.37, -0.06], [-1.39, 3.21, 0.86], [-1.48, 2.58, 2.04], [-2.76, 1.99, 2.55], [-3.16, 0.62, 1.90], [-4.11, 1.86, -0.24], [-3.40, 3.86, 0.47], [-3.25, 2.17, -1.74], [-4.19, 0.73, 1.52], [-1.85, -0.85, 0.87], [-1.89, 0.32, -1.34], [-3.20, -0.14, 2.69], [-2.66, 1.84, 3.64], [-0.70, 2.65, 2.79], [-3.59, 2.69, 2.39], [-2.30, 4.04, -0.89], [-0.52, 3.82, 0.61], [-0.83, -2.62, -0.93], [0.00, -3.78, -2.07], [-0.67, -4.63, -2.24], [0.96, -4.15, -1.67], [0.19, -3.29, -3.04], [-1.15, -3.72, 0.51], [-1.54, -4.68, 0.15], [-1.88, -3.26, 1.19], [-0.22, -3.90, 1.06], [-2.45, -2.40, -1.70], [-3.08, -1.80, -1.04], [-2.91, -3.38, -1.88], [-2.32, -1.87, -2.66], [1.02, -0.53, 2.41], [1.56, 1.12, 2.93], [1.47, 1.21, 4.02], [0.94, 1.88, 2.43], [2.61, 1.27, 2.63], [-0.50, -0.96, 3.31], [-1.24, -0.16, 3.19], [-0.26, -1.09, 4.37], [-0.92, -1.90, 2.91], [2.29, -1.59, 3.17], [2.37, -1.40, 4.24], [3.25, -1.38, 2.69], [2.04, -2.65, 3.00], [3.09, -3.63, 0.15], [2.25, -2.78, 0.21], [1.37, -1.95, 0.32]], "mulliken_spin": [3.227, -0.207, 0.122, -0.118, -0.050, -0.088, 0.019, -0.006, 0.001, -0.003, -0.007, 0.000, -0.005, -0.006, 0.003, -0.005, 0.000, -0.004, 0.023, -0.004, 0.001, -0.016, 0.033, -0.008, -0.010, 0.002, 0.081, 0.082, 0.013, 0.005, -0.013, 0.034, 0.001, 0.019, -0.002, 0.002, -0.002, -0.001, -0.059, -0.039, 0.000, 0.001, 0.002, 0.001, 0.000, -0.007, 0.032, 0.007, 0.001, -0.001, -0.001, 0.012, 0.001, -0.001, -0.001, 0.004, 0.000, 0.002, 0.000, 0.015, -0.017, 0.000, 0.015, 0.000, -0.011, 0.009, -0.002, 0.000, 0.001, -0.002, 0.000, 0.000, 0.007, 0.028, -0.112]}

***

Record 2
{"formula": "C25H32CeN2P2", "method": "wB97M-V/def2-TZVPD", "multiplicity": 2, "gap_ha": [0.2057, 0.2196], "lumo_energy_ha": [-0.1495, -0.1497], "total_charge": 1, "s_squared": 0.754, "energy_ev": -60922.7885, "elements": ["C", "C", "C", "C", "C", "C", "C", "C", "C", "C", "C", "C", "C", "H", "H", "H", "H", "H", "H", "H", "N", "Ce", "C", "H", "H", "C", "H", "H", "P", "P", "C", "H", "H", "H", "C", "H", "H", "H", "C", "H", "H", "H", "C", "H", "H", "H", "H", "H", "N", "C", "C", "C", "C", "C", "C", "H", "H", "H", "H", "H", "H", "H"], "xyz": [[-1.48, 3.25, -3.73], [-1.24, 1.94, -3.35], [0.09, 1.45, -3.42], [1.13, 2.25, -3.99], [0.83, 3.59, -4.37], [-0.45, 4.08, -4.20], [2.40, 1.67, -4.15], [2.64, 0.32, -3.88], [1.56, -0.46, -3.34], [1.68, -1.87, -3.22], [2.93, -2.45, -3.43], [4.03, -1.68, -3.84], [3.88, -0.33, -4.10], [-2.50, 3.65, -3.66], [1.62, 4.19, -4.79], [-0.67, 5.12, -4.44], [3.20, 2.26, -4.60], [3.04, -3.53, -3.29], [5.00, -2.16, -3.96], [4.70, 0.27, -4.50], [0.43, 0.21, -2.89], [0.47, 0.20, -0.47], [-2.36, 1.06, -2.83], [-2.34, 0.07, -3.32], [-3.34, 1.52, -3.02], [0.48, -2.72, -2.84], [-0.41, -2.44, -3.45], [0.70, -3.79, -2.97], [-2.26, 0.77, -1.00], [0.00, -2.49, -1.08], [1.38, -3.40, -0.28], [1.29, -3.34, 0.82], [1.38, -4.46, -0.58], [2.34, -2.95, -0.55], [-1.42, -3.59, -0.88], [-1.23, -4.59, -1.30], [-1.67, -3.70, 0.19], [-2.30, -3.15, -1.38], [-2.54, 2.49, -0.42], [-3.51, 2.86, -0.79], [-2.54, 2.52, 0.68], [-1.75, 3.17, -0.77], [-3.84, -0.05, -0.63], [-4.00, -0.08, 0.46], [-4.68, 0.48, -1.10], [-3.81, -1.08, -1.00], [1.76, 1.41, -0.82], [0.44, 1.55, 0.71], [-0.82, -0.99, 1.71], [-0.69, -0.42, 3.02], [0.46, -0.68, 3.76], [0.64, -0.04, 4.99], [-0.33, 0.85, 5.48], [-1.51, 1.07, 4.74], [-1.69, 0.43, 3.51], [-0.44, -1.94, 1.67], [-1.79, -1.03, 1.38], [1.22, -1.38, 3.38], [1.54, -0.23, 5.57], [-0.17, 1.37, 6.42], [-2.28, 1.73, 5.13], [-2.61, 0.59, 2.94]], "mulliken_spin": [0.007, 0.005, -0.003, -0.003, 0.007, -0.004, 0.006, 0.001, -0.007, 0.012, 0.013, -0.005, 0.009, 0.000, 0.000, 0.000, -0.001, 0.000, 0.000, 0.000, -0.022, 1.019, 0.003, 0.000, 0.000, -0.011, 0.001, 0.000, -0.001, 0.011, 0.003, 0.000, 0.001, -0.001, 0.003, 0.000, 0.000, 0.000, 0.002, 0.000, 0.000, -0.001, 0.003, 0.000, 0.000, 0.000, -0.030, -0.021, -0.002, 0.002, 0.000, 0.001, 0.000, 0.001, -0.002, 0.001, 0.000, 0.000, 0.000, 0.000, 0.000, 0.000]}

***

Record 3
{"formula": "C9H23FGaO6S3", "method": "wB97M-V/def2-TZVPD", "gap_ha": 0.2670, "lumo_energy_ha": 0.0751, "total_charge": -1, "energy_ev": -109589.4776, "elements": ["C", "C", "F", "Ga", "C", "C", "O", "O", "C", "S", "O", "O", "H", "H", "H", "H", "H", "H", "H", "H", "H", "H", "H", "C", "S", "O", "C", "H", "H", "H", "H", "H", "H", "C", "S", "O", "C", "H", "H", "H", "H", "H", "H"], "xyz": [[3.45, -2.11, 2.56], [2.96, -1.09, 1.56], [4.01, -0.14, 1.38], [1.24, -0.18, 2.15], [1.16, 1.85, 1.84], [2.03, 2.61, 2.76], [3.19, 2.89, 2.63], [1.38, 3.02, 3.93], [-0.32, -0.91, 0.99], [-1.83, -1.00, 1.79], [-2.91, -0.38, 1.02], [-2.06, -2.32, 2.34], [4.41, -2.55, 2.25], [2.71, -2.90, 2.69], [3.60, -1.64, 3.54], [2.83, -1.56, 0.58], [0.97, -0.48, 3.72], [1.39, 2.04, 0.80], [0.11, 2.10, 2.02], [0.81, 2.29, 4.21], [-0.43, -0.21, 0.17], [-0.09, -1.92, 0.62], [-1.65, -0.18, 2.86], [-3.31, 2.67, -1.52], [-1.89, 1.62, -1.84], [-0.97, 1.79, -0.69], [-1.21, 2.60, -3.19], [-3.83, 2.24, -0.67], [-2.96, 3.67, -1.28], [-3.96, 2.68, -2.39], [-1.01, 3.61, -2.83], [-1.91, 2.61, -4.02], [-0.28, 2.12, -3.49], [-1.33, -2.91, -1.73], [0.25, -2.93, -2.59], [1.24, -2.31, -1.67], [-0.18, -1.67, -3.80], [-1.25, -3.59, -0.89], [-1.52, -1.90, -1.36], [-2.12, -3.24, -2.41], [-0.46, -0.76, -3.26], [-0.99, -2.03, -4.42], [0.71, -1.49, -4.40]], "mulliken_charge": [-1.318, 0.486, -0.362, -0.047, -0.405, 0.050, -0.576, -0.540, 0.110, 0.876, -0.623, -0.673, 0.360, 0.294, 0.284, 0.227, -0.320, 0.358, 0.387, 0.342, -0.325, 0.363, 0.038, -1.093, 0.564, -0.462, -1.105, 0.311, 0.323, 0.388, 0.355, 0.378, 0.330, -0.579, 0.337, -0.479, -0.507, 0.331, -0.063, 0.439, -0.166, 0.367, 0.349]}